(1)
The following is a quantum chemistry calculation of C15H14N2O5Ti as an isolated structure at a distorted geometry, from OMol25.

ORCA input file:
```
! wB97M-V def2-TZVPD RIJCOSX def2/J DEFGRID3
* xyz 1 2
Ti 0.08 0.34 -0.28
O 0.65 1.35 2.81
C 1.00 0.65 1.92
O 0.25 -0.36 1.37
C 2.35 0.83 1.17
C 2.73 -0.45 0.38
C 4.17 -0.41 -0.08
C 4.14 0.67 -1.19
C 2.68 1.06 -1.23
O 1.97 -0.22 -0.89
C 2.29 1.92 -0.01
C 0.88 2.55 -0.19
O 0.45 3.43 0.48
O 0.17 1.91 -1.18
H 3.09 1.09 1.92
H 2.41 -1.38 0.83
H 4.47 -1.38 -0.47
H 4.83 -0.15 0.74
H 4.45 0.27 -2.15
H 4.76 1.53 -0.97
H 2.31 1.43 -2.18
H 2.98 2.75 0.17
N -3.84 0.36 -1.32
C -2.56 0.64 -1.53
N -1.76 -0.18 -0.85
C -2.61 -1.06 -0.14
C -2.33 -2.12 0.71
C -3.41 -2.79 1.26
C -4.73 -2.41 0.97
C -5.02 -1.37 0.12
C -3.92 -0.71 -0.43
H -4.61 0.85 -1.75
H -2.22 1.43 -2.18
H -1.32 -2.42 0.93
H -3.23 -3.62 1.92
H -5.54 -2.96 1.43
H -6.03 -1.09 -0.11
*
```

* maximum force: 2.8 eV Å⁻¹
* relative energy (zero: lowest compared OMol25 entry of this formula, charge and spin): 22.7 kcal per mole

---

(2)
The following is a quantum chemistry calculation of one molecule with the formula C15H14N4O2 at a distorted geometry, from OMol25.

ORCA input file:
```
! wB97M-V def2-TZVPD RIJCOSX def2/J DEFGRID3
* xyz 0 1
C 3.53 -2.82 -0.35
C 2.28 -2.15 -0.56
O 1.58 -2.62 -1.45
N 1.95 -1.14 0.35
N 0.92 -0.12 0.18
C 1.42 1.18 0.00
O 2.60 1.35 0.30
C 0.66 2.21 -0.58
C 1.11 3.55 -0.59
C 0.35 4.63 -1.01
C -0.81 4.34 -1.67
C -1.27 3.07 -1.75
C -0.61 2.02 -1.01
N -1.13 0.71 -1.01
C -0.38 -0.43 -0.38
C -1.37 -1.11 0.67
C -0.97 -1.75 1.84
C -1.78 -2.58 2.48
C -3.16 -2.57 2.26
C -3.59 -1.88 1.05
N -2.72 -1.18 0.33
H 3.84 -2.84 0.64
H 3.34 -3.81 -0.62
H 4.33 -2.42 -0.96
H 2.76 -0.73 0.89
H 2.05 3.82 -0.21
H 0.78 5.60 -0.97
H -1.37 5.14 -2.21
H -2.19 2.98 -2.42
H -2.13 0.49 -1.26
H -0.04 -1.07 -1.26
H 0.04 -1.79 2.24
H -1.42 -3.02 3.42
H -3.99 -3.07 2.85
H -4.62 -1.97 0.78
*
```

* SMILES string: CC(=O)NN1C(=O)c2ccccc2N[C@@H]1c1ccccn1
* maximum force: 5.1 eV Å⁻¹
* relative energy (zero: lowest compared OMol25 entry of this formula, charge and spin): 61.5 kcal per mole

---

(3)
The following is a quantum chemistry calculation of one molecule with the formula C15H14N4O8S at a distorted geometry, from OMol25.

ORCA input file:
```
! wB97M-V def2-TZVPD RIJCOSX def2/J DEFGRID3
* xyz 0 1
C 3.72 3.46 0.31
O 3.17 3.69 -0.97
C 2.42 2.70 -1.54
C 2.10 1.49 -0.96
C 1.31 0.55 -1.64
C 1.00 -0.71 -1.01
N 0.39 -1.62 -1.66
N 0.09 -2.80 -1.12
S 0.43 -3.40 0.42
O 0.08 -4.78 0.36
O 1.75 -3.01 0.83
C -0.76 -2.52 1.43
C -0.34 -1.58 2.36
C -1.29 -0.91 3.12
C -2.65 -1.16 2.98
C -3.62 -0.40 3.82
C -3.04 -2.12 2.04
N -4.43 -2.47 1.80
O -5.24 -2.22 2.67
O -4.68 -3.01 0.75
C -2.10 -2.80 1.26
C 0.85 0.86 -2.91
C 1.17 2.07 -3.51
N 0.67 2.33 -4.84
O 1.20 3.19 -5.50
O -0.26 1.65 -5.21
C 1.96 3.02 -2.84
O 2.26 4.20 -3.38
H 2.93 3.33 1.06
H 4.38 2.59 0.31
H 4.29 4.36 0.54
H 2.46 1.24 0.03
H 1.35 -0.85 0.02
H -0.34 -3.45 -1.76
H 0.71 -1.40 2.48
H -0.96 -0.18 3.84
H -4.43 0.01 3.22
H -4.08 -1.06 4.55
H -3.12 0.41 4.34
H -2.42 -3.54 0.55
H 0.24 0.15 -3.45
H 2.80 4.71 -2.76
*
```

* SMILES string: COc1cc(/C=N/NS(=O)(=O)c2ccc(C)c([N+](=O)[O-])c2)cc([N+](=O)[O-])c1O
* maximum force: 1.7 eV Å⁻¹
* relative energy (zero: lowest compared OMol25 entry of this formula, charge and spin): 2.1 kcal per mole

---

(4)
The following is a quantum chemistry calculation of one molecule with the formula C15H14O4S at a distorted geometry, from OMol25.

ORCA input file:
```
! wB97M-V def2-TZVPD RIJCOSX def2/J DEFGRID3
* xyz 0 1
O -3.91 -1.71 2.28
C -2.73 -1.80 1.94
O -1.64 -2.10 2.67
C -2.53 -1.05 0.72
O -3.66 -0.48 0.09
C -1.26 -1.11 0.15
C -0.85 -0.34 -1.03
O -0.12 -0.93 -1.77
C -0.71 1.15 -0.93
C -1.93 1.82 -1.52
C -2.10 2.99 -0.96
S -0.96 3.57 0.26
C -0.60 1.74 0.51
C 0.83 1.64 1.20
C 1.25 0.18 1.60
C 2.27 -0.56 0.88
C 2.74 -1.74 1.34
C 2.16 -2.42 2.43
C 1.15 -1.85 3.15
C 0.87 -0.49 2.80
H -0.90 -1.99 2.13
H -4.38 -0.53 0.75
H -0.54 -1.79 0.48
H 0.12 1.42 -1.69
H -2.61 1.48 -2.34
H -2.93 3.67 -1.22
H -1.37 1.30 1.17
H 0.89 2.30 2.08
H 1.53 2.10 0.51
H 2.73 0.03 0.02
H 3.53 -2.27 0.83
H 2.37 -3.41 2.54
H 0.61 -2.37 3.86
H 0.07 0.05 3.33
*
```

* SMILES string: O=C(O)/C(O)=C/C(=O)[C@H]1C=CS[C@@H]1Cc1ccccc1
* maximum force: 5.5 eV Å⁻¹
* relative energy (zero: lowest compared OMol25 entry of this formula, charge and spin): 80.0 kcal per mole

---

(5)
The following is a quantum chemistry calculation of C15H15BrCl3CoN4O4SSi as an isolated structure, from OMol25.

ORCA input file:
```
! wB97M-V def2-TZVPD RIJCOSX def2/J DEFGRID3
* xyz 0 5
Co 0.43 -0.25 -0.63
Br -2.90 -0.44 6.00
C -1.71 -0.37 4.56
C -1.98 -1.10 3.40
C -1.12 -1.04 2.34
C 0.09 -0.25 2.41
C 0.35 0.45 3.64
C -0.54 0.41 4.67
N 0.90 -0.24 1.36
C 2.26 0.14 1.57
C 3.12 0.14 0.49
C 4.49 0.46 0.61
C 5.26 0.48 -0.53
C 4.68 0.20 -1.76
C 3.32 -0.13 -1.80
N 2.58 -0.18 -0.72
H -2.87 -1.72 3.35
H -1.31 -1.62 1.46
H 1.22 1.08 3.73
H -0.36 0.97 5.58
H 2.62 0.26 2.58
H 4.90 0.68 1.58
H 6.31 0.74 -0.47
H 5.25 0.23 -2.68
H 2.82 -0.35 -2.74
O -0.85 2.17 -2.88
S 0.40 1.64 -2.38
O 1.59 2.10 -3.03
O 0.34 0.06 -2.48
O 0.49 1.75 -0.86
Cl 1.81 -3.32 0.60
Si 0.56 -2.50 -0.83
Cl 1.27 -3.07 -2.66
Cl -1.27 -3.45 -0.58
C -3.92 1.88 -2.25
N -3.58 0.49 -1.94
C -4.43 -0.58 -2.43
C -2.59 0.22 -1.14
N -1.72 -0.04 -0.42
H -4.08 1.96 -3.33
H -3.08 2.52 -1.98
H -4.83 2.17 -1.73
H -4.55 -0.48 -3.50
H -5.41 -0.54 -1.95
H -3.96 -1.54 -2.22
*
```

* maximum force: 0.5 eV Å⁻¹
* relative energy (zero: lowest compared OMol25 entry of this formula, charge and spin): 97.7 kcal per mole

---

(6)
The following is a quantum chemistry calculation of a 3-piece molecular cluster, C15H15BrF19NO6S overall at a distorted geometry, from OMol25.

ORCA input file:
```
! wB97M-V def2-TZVPD RIJCOSX def2/J DEFGRID3
* xyz 0 1
C 3.24 1.43 0.95
C 3.13 -0.04 0.31
Br 2.27 0.15 -1.47
C 2.51 -1.15 1.26
N 1.06 -1.35 1.23
C 0.32 -0.66 2.23
O 0.68 0.28 2.94
O -1.03 -1.17 2.49
S -2.06 -0.83 1.23
O -1.83 -1.63 -0.01
O -3.45 -1.16 1.71
C -2.11 0.97 0.76
F -2.95 1.05 -0.37
F -0.87 1.51 0.38
F -2.73 1.79 1.73
H 3.08 2.23 0.15
H 4.31 1.61 1.34
H 2.52 1.63 1.80
H 4.21 -0.36 0.10
H 3.03 -2.15 1.02
H 2.85 -0.91 2.34
H 0.63 -1.35 0.29
F 5.03 -4.42 -2.20
C 3.92 -3.69 -1.97
F 4.29 -2.72 -1.10
C 2.78 -4.52 -1.38
F 3.11 -5.01 -0.17
F 1.73 -3.67 -1.17
C 2.25 -5.67 -2.27
O 2.74 -6.99 -1.99
C 3.96 -7.38 -2.57
F 4.33 -6.47 -3.49
F 3.70 -8.51 -3.26
C 5.05 -7.66 -1.53
F 5.30 -6.57 -0.77
F 6.22 -7.99 -2.13
H 3.63 -3.21 -2.90
H 1.18 -5.74 -2.06
H 2.31 -5.44 -3.33
H 4.75 -8.48 -0.87
F -5.70 5.37 -0.83
C -5.71 4.21 -0.15
F -6.99 3.77 -0.16
C -5.22 4.36 1.29
F -6.04 5.17 2.00
F -5.29 3.14 1.88
C -3.76 4.86 1.47
O -3.58 6.26 1.74
C -3.53 7.14 0.64
F -3.45 6.43 -0.51
F -2.36 7.81 0.75
C -4.69 8.14 0.64
F -5.89 7.52 0.60
F -4.63 8.95 -0.45
H -5.10 3.48 -0.70
H -3.38 4.37 2.37
H -3.10 4.51 0.67
H -4.66 8.77 1.53
*
```

* SMILES string: C[C@H](Br)CNC(=O)OS(=O)(=O)C(F)(F)F.FC(F)C(F)(F)COC(F)(F)C(F)F.FC(F)C(F)(F)COC(F)(F)C(F)F
* maximum force: 8.5 eV Å⁻¹
* energy: -5956.34290 hartree

---

(7)
The following is a quantum chemistry calculation of a 7-piece molecular cluster, C15H15Cl15N2 overall at a distorted geometry, from OMol25.

ORCA input file:
```
! wB97M-V def2-TZVPD RIJCOSX def2/J DEFGRID3
* xyz 0 1
Cl -1.26 -1.26 0.11
C 0.21 -0.31 0.13
Cl 0.09 1.05 1.24
Cl 0.58 0.28 -1.51
H 1.01 -0.96 0.45
Cl 4.55 3.15 -0.69
C 3.48 2.28 0.35
Cl 3.63 2.85 2.04
Cl 3.74 0.53 0.27
H 2.44 2.42 0.09
Cl -2.58 -2.39 -3.24
C -2.91 -3.57 -1.96
Cl -2.69 -5.20 -2.56
Cl -4.54 -3.36 -1.31
H -2.23 -3.36 -1.15
Cl 3.73 0.19 4.53
C 2.82 -1.23 3.98
Cl 3.87 -2.28 2.99
Cl 1.41 -0.72 3.08
H 2.55 -1.82 4.84
Cl 3.42 -3.95 -1.25
C 1.70 -3.98 -0.82
Cl 0.66 -3.28 -2.05
Cl 1.46 -3.11 0.70
H 1.41 -5.01 -0.71
C -0.87 1.39 -6.90
C -0.78 0.47 -5.87
C 0.35 0.49 -5.07
N 1.35 1.34 -5.25
C 1.29 2.16 -6.28
C 0.16 2.28 -7.10
H -1.74 1.41 -7.55
H -1.52 -0.30 -5.72
H 0.44 -0.24 -4.28
H 2.14 2.80 -6.46
H 0.17 2.95 -7.94
C -2.95 2.74 5.75
C -2.69 2.34 4.46
C -2.22 1.05 4.25
N -1.92 0.21 5.24
C -2.14 0.63 6.49
C -2.65 1.87 6.80
H -3.32 3.73 5.99
H -2.91 2.99 3.62
H -1.99 0.66 3.26
H -1.86 -0.11 7.23
H -2.89 2.19 7.80
*
```

* SMILES string: ClC(Cl)Cl.ClC(Cl)Cl.ClC(Cl)Cl.ClC(Cl)Cl.ClC(Cl)Cl.c1ccncc1.c1ccncc1
* maximum force: 1.2 eV Å⁻¹
* relative energy (zero: lowest compared OMol25 entry of this formula, charge and spin): 13.8 kcal per mole

---

(8)
The following is a quantum chemistry calculation of C15H15Cl2F5O15Pd as an isolated structure at a distorted geometry, from OMol25.

ORCA input file:
```
! wB97M-V def2-TZVPD RIJCOSX def2/J DEFGRID3
* xyz 0 3
Pd -0.16 -0.55 -0.04
Cl -1.04 -0.26 -2.30
Cl 0.79 -0.72 2.15
C 0.23 -6.37 0.29
C 1.65 -5.90 0.57
O 1.49 -4.51 0.61
C 0.39 -4.17 -0.13
O 0.12 -3.07 -0.46
O -0.34 -5.28 -0.40
F 2.47 -6.21 -0.48
H -0.30 -6.55 1.23
H 0.19 -7.31 -0.26
H 2.11 -6.23 1.49
C -5.37 -0.93 1.63
C -5.45 -2.22 0.85
O -4.19 -2.29 0.23
C -3.31 -1.54 0.95
O -2.14 -1.58 0.83
O -3.97 -0.77 1.84
F -6.41 -2.14 -0.12
H -5.93 -0.90 2.56
H -5.75 -0.13 0.99
H -5.65 -3.14 1.41
C -2.65 4.27 2.01
C -2.70 4.51 0.52
O -2.46 3.26 -0.04
C -1.97 2.42 0.92
O -1.57 1.33 0.70
O -2.00 3.01 2.13
F -1.68 5.35 0.12
H -3.63 4.23 2.50
H -2.05 5.03 2.51
H -3.63 4.94 0.15
C 4.63 -1.40 -3.14
C 4.65 0.07 -2.80
O 3.73 0.17 -1.76
C 2.90 -0.92 -1.81
O 2.01 -1.11 -1.06
O 3.31 -1.78 -2.77
F 4.23 0.84 -3.87
H 5.34 -1.95 -2.51
H 4.86 -1.58 -4.18
H 5.60 0.49 -2.48
C 1.87 5.01 0.09
C 3.26 4.45 0.38
O 3.13 3.10 0.00
C 1.82 2.77 -0.14
O 1.41 1.69 -0.35
O 1.05 3.88 -0.01
F 3.59 4.52 1.71
H 1.93 5.53 -0.88
H 1.52 5.75 0.81
H 4.08 4.88 -0.20
*
```

* maximum force: 1.3 eV Å⁻¹
* relative energy (zero: lowest compared OMol25 entry of this formula, charge and spin): 0.0 kcal per mole

---

(9)
The following is a quantum chemistry calculation of one molecule with the formula C15H15Cl2N3O3S2 at a distorted geometry, from OMol25.

ORCA input file:
```
! wB97M-V def2-TZVPD RIJCOSX def2/J DEFGRID3
* xyz 0 1
O -2.57 1.07 0.65
C -2.62 0.50 -0.42
N -3.78 -0.05 -0.87
C -4.94 -0.01 -0.15
N -6.05 -0.53 -0.56
C -7.04 -0.35 0.35
C -6.67 0.33 1.47
S -5.00 0.77 1.41
C -1.43 0.29 -1.34
C -0.29 1.26 -0.98
C 0.68 0.61 -0.01
N 1.33 -0.55 -0.60
S 2.84 -0.18 -1.24
O 3.34 -1.33 -1.92
O 2.79 1.04 -1.99
C 3.78 0.03 0.29
C 3.85 -1.07 1.14
Cl 3.03 -2.51 0.73
C 4.57 -1.01 2.32
C 5.24 0.15 2.66
C 5.19 1.25 1.82
C 4.46 1.19 0.64
Cl 4.42 2.58 -0.37
C 0.51 -1.30 -1.54
C -0.96 -1.17 -1.18
H -3.83 -0.52 -1.76
H -8.01 -0.74 0.13
H -7.28 0.59 2.32
H -1.75 0.46 -2.37
H -0.71 2.16 -0.53
H 0.26 1.55 -1.88
H 1.47 1.32 0.27
H 0.16 0.30 0.90
H 4.61 -1.88 2.96
H 5.81 0.20 3.57
H 5.71 2.16 2.07
H 0.68 -0.94 -2.57
H 0.84 -2.34 -1.49
H -1.09 -1.50 -0.15
H -1.55 -1.83 -1.82
*
```

* SMILES string: O=C(Nc1nccs1)C1CCN(S(=O)(=O)c2c(Cl)cccc2Cl)CC1
* maximum force: 1.1 eV Å⁻¹
* relative energy (zero: lowest compared OMol25 entry of this formula, charge and spin): 16.9 kcal per mole

---

(10)
The following is a quantum chemistry calculation of C15H15ClN4O2 as an isolated structure at a distorted geometry, from OMol25.

ORCA input file:
```
! wB97M-V def2-TZVPD RIJCOSX def2/J DEFGRID3
* xyz 0 1
O -4.90 1.12 -4.55
N -3.97 0.30 -4.76
O -3.96 -0.70 -5.59
C -2.82 0.42 -3.77
C -1.57 -0.41 -3.84
N -0.71 -0.34 -2.84
C -0.73 0.72 -1.83
N 0.46 0.52 -1.24
C 1.51 -0.46 -1.32
H 1.12 -1.07 -2.09
C 1.61 -1.25 0.09
N 1.85 -0.26 1.14
C 1.55 -0.36 2.30
C 0.82 0.37 3.33
C 0.67 -0.04 4.54
C 0.65 -1.26 5.10
C 1.20 -2.05 4.03
C 1.50 -1.75 2.84
H 1.86 -2.65 1.96
Cl 1.26 -3.89 4.55
H 0.52 -1.70 5.96
H 0.08 0.67 5.50
H 0.66 1.39 3.13
C 1.66 1.28 0.81
H 2.77 1.17 -0.08
C 0.48 1.58 -0.22
H -0.26 1.71 0.51
H 0.53 2.44 -0.62
H 1.84 1.99 1.64
H 2.58 -1.57 -0.04
H 0.86 -1.89 0.19
H 2.46 0.07 -1.72
C -1.80 1.49 -1.91
C -2.72 1.51 -2.76
H -3.59 2.17 -2.70
H -1.87 2.15 -1.18
H -1.62 -1.39 -4.56
*
```

* maximum force: 16.2 eV Å⁻¹
* relative energy (zero: lowest compared OMol25 entry of this formula, charge and spin): 380.7 kcal per mole

---

(11)
The following is a quantum chemistry calculation of C15H15N10O2S4Ti as an isolated structure at a distorted geometry, from OMol25.

ORCA input file:
```
! wB97M-V def2-TZVPD RIJCOSX def2/J DEFGRID3
* xyz 0 2
Ti 0.83 0.57 0.60
N -1.40 -0.43 1.88
N -1.02 -1.01 3.10
C 0.30 -0.93 3.39
N 0.81 -1.50 4.48
N 0.99 -0.25 2.50
N 2.30 0.10 2.64
O 2.58 0.71 1.47
O 3.13 -0.27 3.48
H -2.06 0.32 2.05
H -1.81 -1.13 1.25
H -1.63 -1.65 3.58
H 0.20 -1.81 5.21
H 1.78 -1.30 4.68
S 2.25 -2.81 -2.02
C 1.42 -3.61 -0.76
C 0.83 -2.74 0.11
C 1.02 -1.37 -0.23
C 1.78 -1.28 -1.38
C 2.19 -0.01 -1.94
C 2.83 0.17 -3.17
C 3.15 1.45 -3.58
C 2.83 2.53 -2.77
C 2.19 2.29 -1.57
N 1.89 1.05 -1.17
H 1.41 -4.69 -0.72
H 0.26 -3.08 0.96
H 3.07 -0.69 -3.78
H 3.65 1.60 -4.53
H 3.06 3.55 -3.06
H 1.90 3.09 -0.90
S 0.03 2.68 1.57
C -1.35 2.48 0.52
S -1.15 1.25 -0.69
C -2.53 3.17 0.65
C -2.72 4.17 1.64
N -2.87 4.97 2.45
C -3.62 2.82 -0.20
N -4.51 2.54 -0.88
N -1.91 -1.82 -2.53
C -2.78 -1.66 -1.53
N -3.66 -0.65 -1.64
S -2.77 -2.70 -0.20
H -1.91 -1.23 -3.35
H -1.23 -2.56 -2.45
H -3.53 0.09 -2.30
H -4.22 -0.44 -0.83
*
```

* maximum force: 1.6 eV Å⁻¹
* relative energy (zero: lowest compared OMol25 entry of this formula, charge and spin): 3.9 kcal per mole